{
  "formula": "C4H6O2",
  "method": "wB97M-V/def2-TZVPD",
  "symbols": ["O", "C", "C", "C", "O", "C", "H", "H", "H", "H", "H", "H"],
  "xyz": [[1.02752, 0.35307, -1.47255], [-0.32145, 0.08764, -0.95725], [-0.40172, -0.86887, 0.20194], [0.71976, -0.18938, 1.01502], [-0.18294, 0.89639, 1.41413], [-1.04766, 0.46056, 0.39432], [1.28238, 1.28466, -1.57370], [-0.95927, -0.03279, -1.81561], [-0.80360, -1.88606, 0.26913], [1.19570, -0.68224, 1.85375], [1.42595, 0.16409, 0.20651], [-2.10311, 0.76269, 0.45046]],
  "atomic_forces_ev_per_a": [[-1.1120, 0.3042, -0.2112], [0.1275, 0.0057, -0.6389], [0.3956, -0.0033, -0.3678], [0.5300, -0.3506, 0.1543], [0.5153, 0.2574, -0.3925], [0.0919, 0.3089, -0.5846], [-0.7345, -0.2480, 0.1807], [-0.4890, -0.1596, 0.0819], [0.3419, 0.4533, -0.2338], [-0.1664, -0.0460, 0.1507], [-0.0894, -0.4387, 2.1064], [0.5891, -0.0832, -0.2453]],
  "lumo_ha": 0.0326,
  "multiplicity": 1,
  "gap_ev": 9.9,
  "max_force_ev_per_a": 2.15,
  "e_tot_ev": -8336.384
}


{
  "formula": "C4H6O2",
  "method": "wB97M-V/def2-TZVPD",
  "symbols": ["O", "C", "C", "C", "H", "H", "H", "H", "C", "O", "H", "H"],
  "xyz": [[0.88682, 0.21920, -1.44327], [-0.19255, 0.23248, -0.91322], [-1.53728, -0.35095, -0.81799], [-1.06546, 0.80901, 0.11297], [-2.26161, -0.11683, -1.59396], [-1.65217, -1.33769, -0.37288], [-1.48461, 1.79782, -0.05660], [-0.86458, 0.57492, 1.15684], [2.04740, -0.45852, 0.97830], [2.10985, 0.46690, 1.74564], [2.82784, -0.67497, 0.22756], [1.18635, -1.16136, 0.97661]],
  "atomic_forces_ev_per_a": [[-0.6253, -0.0027, 0.2303], [0.2733, -0.0297, -0.1477], [-0.0442, -0.1537, -0.1445], [0.1028, 0.1748, 0.0985], [0.0916, -0.0101, 0.1058], [0.0507, 0.1598, -0.0843], [0.0526, -0.1410, 0.0073], [0.0004, 0.0401, -0.1694], [0.0256, 0.2244, 0.2310], [-0.0358, -0.4299, -0.3093], [-0.0071, 0.0883, 0.1128], [0.1155, 0.0798, 0.0696]],
  "lumo_ha": 0.0304,
  "multiplicity": 1,
  "smiles": "O=C1CC1.C=O",
  "gap_ev": 10.4,
  "max_force_ev_per_a": 0.67,
  "e_tot_ev": -8337.430
}


{
  "formula": "C4H6O2",
  "method": "wB97M-V/def2-TZVPD",
  "symbols": ["C", "C", "O", "C", "C", "O", "H", "H", "H", "H", "H", "H"],
  "xyz": [[-1.55300, -0.65645, 0.09599], [-0.49740, -0.69993, 0.89993], [0.72586, -1.13327, 0.42364], [1.38147, -0.03409, -0.21507], [0.37609, 1.07974, -0.53060], [0.33608, 2.14337, 0.03534], [-2.45067, -0.10697, 0.35493], [-1.49012, -1.08332, -0.89974], [-0.49027, -0.30718, 1.91715], [1.81395, -0.39597, -1.15632], [2.17744, 0.36812, 0.42042], [-0.32945, 0.82596, -1.34566]],
  "atomic_forces_ev_per_a": [[-0.0156, -0.1194, 0.2676], [-0.4726, -0.0171, -0.0313], [-0.0713, -0.0840, -0.0022], [0.2199, 0.2407, -0.0450], [0.0651, 0.3400, -0.2263], [0.2532, -0.3113, -0.2867], [-0.0355, -0.3857, 0.2564], [0.0035, 0.0851, 0.0769], [-0.0223, -0.0716, -0.1470], [-0.0201, 0.0350, 0.1641], [-0.1456, -0.0490, 0.0233], [0.2413, 0.3373, -0.0497]],
  "lumo_ha": 0.0319,
  "multiplicity": 1,
  "smiles": "C=COCC=O",
  "gap_ev": 10.5,
  "max_force_ev_per_a": 0.49,
  "e_tot_ev": -8337.860
}